Entry 1:
59
Properties=species:S:1:pos:R:3:forces:R:3 method="wB97M-V/def2-TZVPD" charge=0 homo_lumo_gap_ev=7.45 e_tot_ev=-34357.900
C -7.220 0.226 1.059 0.320 -0.161 -5.130
C -6.362 -0.911 0.283 -7.801 1.290 -1.536
H -6.456 -1.748 0.812 -0.924 -3.660 2.110
H -6.827 -1.063 -0.764 0.044 0.166 1.789
O -5.087 -0.828 0.095 5.590 -1.643 4.057
C -4.747 0.084 -0.691 6.698 1.369 -1.871
O -5.510 0.521 -1.414 -5.122 4.456 -5.330
N -3.372 0.380 -0.837 -0.498 -2.074 2.849
C -2.533 -0.088 0.240 1.629 0.502 3.438
H -1.615 -0.717 -0.134 -1.558 1.186 0.584
C -1.996 1.263 1.169 3.649 -7.114 -2.369
H -2.870 1.642 1.569 -1.349 0.855 1.492
H -1.207 0.518 1.783 -2.135 2.830 -0.445
C -1.234 2.191 0.287 -1.600 -2.104 -3.119
N -0.017 1.568 -0.395 -0.860 0.932 1.879
C 1.084 2.215 -0.030 5.356 -3.091 -3.550
C 2.492 1.835 -0.540 -6.661 6.021 4.595
N 2.977 0.969 -1.256 9.197 10.059 -0.410
H 2.622 0.242 -1.423 -6.858 -12.894 -3.042
C 4.420 0.886 -1.197 -1.029 -6.577 -3.982
H 4.699 0.386 -2.358 -0.262 1.099 3.588
C 4.771 0.033 0.000 2.279 -3.205 -4.063
H 4.595 0.519 0.843 -1.678 2.118 3.873
C 4.254 -1.431 -0.084 0.611 3.322 -8.225
N 2.858 -1.358 -0.464 -0.891 -2.069 6.082
C 2.377 -2.655 -0.920 -4.717 3.235 -1.930
H 2.474 -2.708 -1.986 0.268 0.899 -1.161
C 2.868 -3.904 -0.577 -3.487 -6.557 5.034
H 3.812 -4.179 -0.656 4.749 -0.337 -1.033
H 2.717 -4.330 0.577 -0.112 1.306 -2.619
H 2.316 -4.703 -1.184 0.583 1.086 0.758
H 1.182 -2.683 -0.865 2.326 0.344 0.328
C 2.281 -1.142 1.073 -2.022 0.513 -0.515
C 2.438 -2.259 2.213 1.930 8.484 1.579
H 3.482 -2.423 2.378 0.608 -0.497 0.167
H 2.136 -1.453 3.179 0.213 -3.320 -2.417
H 1.943 -3.056 1.928 -2.830 -3.946 -0.272
H 2.625 -0.174 1.597 -0.236 -1.253 -1.713
H 1.156 -1.033 0.891 1.367 0.027 0.391
H 4.656 -1.969 0.627 0.918 -3.051 4.342
H 4.704 -1.976 -1.061 -0.110 1.517 1.787
H 5.839 -0.065 0.073 0.892 0.013 -0.312
H 4.821 1.776 -1.190 2.029 4.749 0.208
C 2.913 3.096 0.047 8.044 1.925 -2.209
O 3.934 3.845 0.006 -1.227 -2.169 -0.088
C 1.709 3.421 0.515 -9.723 0.852 4.771
O 1.060 4.184 1.267 1.977 0.401 -1.045
H 0.084 0.631 -0.833 -0.591 1.178 0.750
C -2.180 2.607 -0.986 -9.077 -6.671 11.441
H -3.176 3.128 -0.400 2.818 -0.799 -2.201
C -2.716 1.345 -1.682 1.360 -0.092 0.846
H -1.911 0.831 -2.226 0.192 -0.058 0.325
H -3.319 1.656 -2.452 -1.974 0.613 -1.647
H -1.622 3.095 -1.478 6.773 7.365 -7.257
H -0.880 2.916 0.961 0.754 1.833 -0.114
H -2.994 -0.698 1.186 0.487 1.140 -3.163
H -7.192 1.080 0.329 0.446 -0.107 1.367
H -6.957 0.396 2.029 1.262 0.783 2.466
H -8.295 0.067 1.066 -0.037 -1.020 -0.125

***

Entry 2:
53
Properties=species:S:1:pos:R:3:forces:R:3 method="wB97M-V/def2-TZVPD" charge=+1 homo_lumo_gap_ev=10.08 e_tot_ev=-23755.119
C -1.832 4.013 -3.730 0.207 -0.068 -0.129
C -0.349 3.791 -4.003 -0.008 0.134 0.210
C 0.465 3.519 -2.738 -0.120 -0.243 -0.271
C 0.114 2.188 -2.075 0.221 0.262 0.147
C 1.030 1.914 -0.882 -0.525 -0.217 -0.136
C 0.588 0.727 -0.007 0.687 0.096 -0.341
O -0.749 0.958 0.466 -0.060 0.130 -0.029
C 0.507 -0.585 -0.817 -0.263 0.182 0.362
C 0.283 -1.804 0.075 0.622 -0.065 -0.520
N -0.975 -1.655 0.854 -0.123 0.645 0.151
C -0.904 -2.230 2.219 0.255 -0.487 0.702
C -0.877 -3.751 2.179 -0.297 0.095 -0.022
C -2.129 -4.273 1.480 0.232 -0.096 -0.146
C -2.219 -3.678 0.078 -0.060 0.049 0.256
C -2.175 -2.156 0.138 -0.504 -0.381 -0.533
C 1.559 0.576 1.158 -0.207 0.053 0.078
C 1.145 0.747 2.473 -0.100 0.024 -0.124
C 2.042 0.614 3.520 0.085 -0.021 0.097
C 3.366 0.305 3.267 -0.019 -0.002 0.087
C 3.788 0.130 1.959 0.052 -0.030 -0.050
C 2.893 0.262 0.914 -0.060 0.017 0.027
H -2.307 3.110 -3.353 -0.118 -0.063 0.057
H -1.971 4.809 -3.002 -0.072 0.091 0.093
H -2.341 4.300 -4.647 -0.132 0.021 -0.036
H -0.227 2.958 -4.698 0.071 0.011 -0.079
H 0.056 4.682 -4.484 0.031 -0.044 -0.089
H 0.306 4.333 -2.028 0.058 0.057 0.068
H 1.526 3.510 -2.998 0.075 0.060 0.061
H -0.925 2.208 -1.741 -0.039 -0.081 -0.056
H 0.217 1.391 -2.814 -0.083 -0.074 -0.059
H 1.060 2.801 -0.242 0.087 0.014 0.072
H 2.047 1.741 -1.234 0.096 0.017 0.078
H -0.815 1.870 0.773 -0.099 -0.010 0.069
H 1.432 -0.726 -1.371 0.021 -0.047 -0.025
H -0.306 -0.489 -1.536 0.039 0.011 -0.116
H 0.239 -2.709 -0.530 -0.049 0.006 0.136
H 1.114 -1.894 0.776 -0.156 -0.075 0.019
H -1.084 -0.617 0.941 -0.133 -0.398 0.156
H -1.790 -1.897 2.766 0.027 0.098 -0.102
H -0.019 -1.830 2.718 -0.087 0.106 -0.149
H 0.016 -4.101 1.659 0.101 -0.032 0.020
H -0.831 -4.127 3.201 0.100 0.055 0.020
H -3.013 -3.995 2.057 -0.071 -0.015 0.050
H -2.100 -5.359 1.421 -0.066 -0.027 0.033
H -1.407 -4.066 -0.538 -0.008 -0.012 -0.080
H -3.153 -3.974 -0.398 0.023 0.062 -0.094
H -3.054 -1.789 0.673 0.111 0.098 0.010
H -2.183 -1.728 -0.865 0.051 0.108 0.102
H 0.116 0.994 2.696 -0.044 0.013 0.000
H 1.701 0.759 4.534 -0.013 0.022 0.110
H 4.065 0.207 4.082 0.080 -0.012 0.083
H 4.819 -0.108 1.751 0.112 -0.026 -0.017
H 3.241 0.125 -0.098 0.073 -0.010 -0.149

***

Entry 3:
62
Properties=species:S:1:pos:R:3:forces:R:3 method="wB97M-V/def2-TZVPD" charge=0 homo_lumo_gap_ev=9.71 e_tot_ev=-60958.927
C 5.355 -1.698 0.618 0.572 -0.061 0.494
C 5.724 -0.438 1.457 -0.952 -0.575 -0.709
C 5.913 0.821 0.621 1.605 0.864 0.792
O 6.818 1.589 0.876 -1.076 -0.799 -0.743
O 5.036 1.086 -0.411 -0.035 -0.138 0.730
C 3.700 1.164 0.128 -0.569 0.346 0.570
C 2.741 1.862 -0.838 0.022 -0.314 -0.696
Si 1.236 0.802 -1.309 1.053 -0.034 0.314
C 1.911 -0.887 -1.804 0.135 -0.034 -0.719
C 2.053 -1.123 -3.352 0.493 -0.316 0.837
C 0.354 1.747 -2.697 -0.451 -0.266 0.270
P -1.018 0.900 -3.499 -0.203 0.186 -1.731
O -0.663 0.176 -4.725 0.582 -0.454 0.092
O -2.047 2.080 -3.868 0.001 -0.141 1.095
O -1.826 -0.061 -2.501 0.151 0.592 0.440
C 0.169 0.577 0.279 -0.117 0.391 0.163
F 1.008 0.331 1.364 0.226 -0.154 -0.231
F -0.557 -0.587 0.118 -0.194 0.058 0.245
C -0.718 1.771 0.658 -0.479 0.052 -0.659
C -2.231 1.471 0.636 -0.253 0.585 0.271
Si -2.928 0.550 2.148 0.577 -1.061 -0.002
C -4.076 1.591 3.228 0.416 -0.037 0.191
C -1.510 -0.102 3.241 -0.813 0.060 -0.032
C -3.776 -1.016 1.468 0.575 1.576 0.692
C -4.555 -0.873 0.339 -0.368 0.300 -0.587
C -5.166 -1.959 -0.233 -0.518 -0.386 -0.792
C -4.991 -3.205 0.322 -0.372 -0.729 -0.246
C -4.237 -3.339 1.452 0.765 -1.032 1.185
C -3.615 -2.264 2.041 -0.016 0.482 -0.085
H 6.194 -2.397 0.685 -0.118 0.020 -0.212
H 4.499 -2.221 1.047 -0.064 0.138 -0.237
H 5.195 -1.475 -0.438 -0.147 0.015 0.138
H 4.907 -0.271 2.168 0.144 0.250 -0.050
H 6.615 -0.633 2.047 0.065 0.366 -0.124
H 3.745 1.747 1.057 -0.029 -0.099 -0.105
H 3.338 0.169 0.410 0.187 0.010 -0.154
H 3.287 1.994 -1.786 -0.106 0.046 0.108
H 2.451 2.868 -0.521 0.164 -0.103 0.123
H 2.924 -0.984 -1.397 -0.204 0.218 0.245
H 1.349 -1.705 -1.343 -0.090 0.174 -0.049
H 3.088 -1.408 -3.565 -0.117 0.028 -0.037
H 1.440 -1.982 -3.624 -0.167 0.365 -0.408
H 1.845 -0.241 -3.954 -0.306 -0.251 -0.108
H 0.045 2.745 -2.367 -0.050 -0.172 0.115
H 1.101 1.906 -3.483 -0.139 -0.089 -0.004
H -2.834 1.691 -4.274 0.004 0.119 -0.110
H -1.520 -0.973 -2.591 -0.077 -0.007 -0.016
H -0.399 2.198 1.612 0.071 -0.247 -0.020
H -0.532 2.554 -0.091 0.042 -0.030 0.157
H -2.506 0.965 -0.294 0.117 -0.097 0.163
H -2.751 2.440 0.590 0.115 -0.088 0.005
H -4.337 2.554 2.783 -0.222 -0.162 0.031
H -3.538 1.796 4.162 -0.016 0.108 -0.163
H -4.961 1.025 3.534 -0.067 0.162 -0.279
H -1.928 -0.267 4.242 0.201 0.115 -0.029
H -1.201 -1.082 2.871 0.301 0.236 -0.071
H -0.666 0.585 3.301 0.019 -0.168 0.100
H -4.697 0.086 -0.153 0.115 0.076 0.203
H -5.768 -1.869 -1.132 0.048 0.154 0.060
H -5.423 -4.108 -0.096 -0.136 0.222 -0.183
H -4.072 -4.308 1.918 -0.207 -0.063 -0.237
H -2.993 -2.366 2.922 -0.088 -0.207 -0.002

***

Entry 4:
63
Properties=species:S:1:pos:R:3:forces:R:3 method="wB97M-V/def2-TZVPD" charge=0 homo_lumo_gap_ev=8.77 e_tot_ev=-47265.919
O 2.828 2.539 -1.893 -0.935 1.948 -5.812
C 3.033 2.072 -0.863 -3.018 0.477 5.837
N 4.195 1.674 -0.390 -0.341 -4.051 3.917
H 4.063 1.029 0.474 0.409 1.542 -1.748
C 5.187 1.084 -1.361 2.120 7.362 6.480
C 5.148 -0.337 -1.411 2.674 -0.229 -0.416
N 5.078 -1.096 -0.041 0.452 7.375 -8.055
C 6.387 -0.903 0.438 -2.909 0.362 8.367
C 6.409 -2.209 1.268 -3.793 3.518 5.036
H 6.635 -2.103 2.419 -0.970 0.264 -1.872
H 7.230 -2.656 1.036 4.546 -3.928 -2.174
C 5.022 -2.820 0.954 7.657 -5.785 -2.147
H 4.388 -2.782 1.658 -5.308 2.000 4.797
H 5.215 -3.914 1.109 -0.035 0.063 -0.890
C 4.779 -2.383 -0.450 -5.210 2.099 9.023
H 5.300 -2.925 -0.973 5.910 -4.804 -6.457
H 3.764 -2.608 -0.517 -1.990 0.468 -1.238
H 7.248 -0.890 -0.019 3.985 0.141 -4.276
H 6.499 0.058 1.152 -0.789 -1.876 -1.525
H 4.284 -0.483 -1.914 -2.879 -1.436 -1.771
H 6.048 -0.503 -2.156 -1.396 -1.031 1.661
H 4.914 1.896 -1.992 0.795 -0.711 -2.983
H 6.076 1.709 -0.666 -0.951 -2.661 -2.681
C 1.658 2.064 0.309 2.996 -3.749 -11.322
C 1.148 0.760 -0.120 1.919 -5.774 10.844
C 0.029 0.525 1.043 0.201 -3.211 1.391
N -1.042 1.280 0.638 -0.755 7.704 -2.248
S -2.492 1.357 1.335 4.974 -14.028 6.931
O -3.455 2.270 1.162 -4.453 7.220 -2.001
O -2.337 0.806 2.819 -0.248 2.590 -5.052
N -2.924 -0.087 0.492 -0.190 -2.250 0.742
C -3.303 0.004 -0.973 2.248 5.441 4.373
C -4.673 0.569 -1.012 -0.591 -6.567 -6.374
H -4.836 1.384 -0.598 -0.239 8.384 3.049
H -4.972 0.527 -2.092 -0.072 0.689 0.747
C -5.647 -0.227 -0.310 -3.861 -5.148 -0.942
O -5.634 -1.679 -1.191 -0.843 2.944 3.825
C -6.985 -2.025 -1.084 -0.754 0.576 -8.502
H -6.988 -2.531 -2.287 -1.016 0.800 3.030
C -7.818 -0.568 -1.305 7.718 -2.389 0.791
H -8.674 -0.821 -0.960 -6.392 -0.754 1.637
O -7.157 0.125 -0.184 2.425 0.188 -3.573
H -7.697 -0.273 -2.359 -0.001 0.531 0.824
H -7.460 -2.832 -0.544 0.543 0.254 1.368
C -5.404 -0.525 1.058 3.621 -2.433 4.007
C -3.700 -1.142 1.217 -2.877 1.319 0.150
H -3.452 -1.228 2.313 -0.160 0.618 -1.291
H -3.640 -2.216 0.812 0.052 1.950 -0.120
H -5.371 0.478 1.508 0.000 -0.452 0.636
H -6.106 -1.228 1.659 0.974 1.342 -1.572
H -2.532 0.810 -1.273 -1.277 -1.312 -0.457
H -3.119 -0.877 -1.428 0.261 -2.890 -1.524
C -0.386 2.894 0.603 -13.345 -1.441 6.010
C 0.681 2.915 -0.139 4.238 8.258 -4.557
H 0.424 2.738 -1.149 0.200 0.224 -1.459
H 1.031 4.118 0.027 -0.594 -2.682 -0.997
H -0.301 3.030 1.662 0.815 0.225 0.769
H -1.487 3.479 0.465 3.455 -0.915 -0.756
H 0.278 0.784 2.115 0.874 0.341 -1.126
H -0.379 -0.492 1.293 0.673 0.196 -1.152
H 0.897 0.275 -0.980 -0.573 -0.038 -2.810
H 1.956 -0.143 0.524 -1.692 2.314 -2.412
H 2.144 2.251 1.074 3.720 0.818 8.052